This record from OMol25 describes C2H4N2S3 as an isolated structure at a distorted geometry. The level of theory is ωB97M-V with the def2-TZVPD basis set.

```
11
Properties=species:S:1:pos:R:3:forces:R:3:lowdin_charge:R:1
S 1.190 -0.477 1.749 0.0 0.1 -0.1 0.6829
S 0.583 -2.395 -0.013 -0.2 -0.1 -0.5 0.6942
S -1.032 1.285 -1.148 0.1 -0.6 -0.2 0.8362
N 0.834 0.570 0.590 0.4 0.0 -0.5 -0.5851
N -0.785 -0.550 -1.613 -0.4 1.9 -0.1 -0.2618
C -0.141 -1.405 -0.982 0.7 -0.6 1.1 -0.7821
C -0.422 1.182 0.557 -0.4 -0.4 0.1 -0.7176
H -0.350 2.251 0.808 -0.2 0.1 -0.1 0.0706
H -1.212 0.726 1.169 0.1 0.1 0.1 0.0672
H -1.160 -0.654 -2.544 -0.1 -0.3 0.0 0.0878
H 2.494 -0.533 1.427 0.0 -0.2 0.3 -0.0923
```
Forces are in eV/Å.

Net charge: 0
Energy (hartree): -1382.5277
Orbital gap (spin up / spin down) (eV): 6.50 / 6.70

=====

This record from OMol25 describes an isolated ion of composition C2H4N3O and charge +1 at a distorted geometry. The level of theory is ωB97M-V with the def2-TZVPD basis set.

```
10
Properties=species:S:1:pos:R:3:forces:R:3:lowdin_charge:R:1
O 2.081 1.086 -0.093 -3.2 1.8 0.5 0.1472
N 3.147 0.443 -0.031 5.0 0.0 0.1 0.0417
N 1.065 0.160 0.028 0.6 -0.7 -0.5 -0.0534
N 3.058 -0.790 0.059 -3.2 -0.7 -1.0 0.1759
C 1.615 -0.979 -0.031 2.5 -2.4 2.0 0.0568
C -0.307 0.483 0.076 -0.1 2.2 2.0 0.0804
H 1.164 -1.990 0.113 0.2 1.2 -0.4 0.1972
H -0.724 -0.347 -0.309 -2.0 -3.1 -0.8 0.0809
H -0.477 1.180 -0.676 -0.5 1.9 -1.0 0.1108
H -0.708 0.769 1.081 0.7 -0.2 -0.9 0.1625
```
Forces are in eV/Å.

SMILES string: C[n+]1cnno1
Net charge: +1
Energy (hartree): -317.6823
Orbital gap (eV): 11.51

=====

This record from OMol25 describes an isolated ion of composition C2H4N3O3S and charge +1 at a distorted geometry. The level of theory is ωB97M-V with the def2-TZVPD basis set.

```
13
Properties=species:S:1:pos:R:3:forces:R:3:lowdin_charge:R:1
S 0.962 1.370 -0.282 -2.7 -3.2 1.8 0.7867
O -1.823 -0.298 1.999 1.5 0.2 -1.1 0.1661
O 1.291 2.254 -1.276 -0.3 2.3 -2.2 -0.1600
O 1.659 1.219 0.910 0.7 0.1 1.8 -0.1924
N -0.529 -1.247 0.313 0.1 3.4 0.9 0.1964
N -1.080 1.102 0.396 2.5 2.3 -0.8 0.1305
N 1.015 -0.191 -1.040 0.5 -2.7 -2.1 -0.0092
C 0.287 -1.266 -0.689 -0.5 0.5 0.7 -0.0879
C -1.099 -0.040 1.062 -1.6 -2.9 0.9 -0.5499
H 1.712 -0.502 -1.820 -1.3 1.9 1.6 0.2157
H 0.274 -2.233 -1.211 0.8 0.6 -0.2 0.1883
H -1.519 1.784 1.089 1.1 -0.1 -1.4 0.1727
H -1.150 -1.951 0.549 -0.9 -2.4 0.2 0.1431
```
Forces are in eV/Å.

SMILES string: O=C1NC=[NH+]S(=O)(=O)N1
Net charge: +1
Energy (hartree): -866.4231
Orbital gap (eV): 9.24

=====

This record from OMol25 describes one molecule with the formula C2H4N3P at a distorted geometry. The level of theory is ωB97M-V with the def2-TZVPD basis set.

```
10
Properties=species:S:1:pos:R:3:forces:R:3:lowdin_charge:R:1
P 0.432 -0.406 -2.126 -0.2 0.1 -2.4 0.7884
N -0.433 -1.144 0.720 -0.3 0.2 -2.7 -0.0128
N -0.505 -0.419 1.791 0.4 -1.0 0.1 -0.0543
N 0.494 0.943 0.288 -0.2 1.1 1.3 0.0415
C 0.102 0.714 1.605 -1.1 -0.4 -0.6 -0.2309
C 0.183 -0.012 -0.462 -1.4 -2.5 4.4 -0.6042
H -1.016 -2.046 0.755 1.3 2.0 -0.6 0.1453
H 1.498 0.532 -2.311 -0.4 -0.2 0.0 -0.0897
H -0.135 1.357 2.419 1.1 1.4 0.0 0.0892
H -0.619 0.480 -2.678 0.9 -0.7 0.5 -0.0724
```
Forces are in eV/Å.

SMILES string: Pc1ncn[nH]1
Net charge: 0
Energy (hartree): -584.1329
Orbital gap (spin up / spin down) (eV): 9.80 / 9.80

=====

This record from OMol25 describes an isolated ion of composition C2H4N3S and charge -1 at a distorted geometry. The level of theory is ωB97M-V with the def2-TZVPD basis set.

```
10
Properties=species:S:1:pos:R:3:forces:R:3:lowdin_charge:R:1
S -3.065 -0.010 -0.013 -1.6 0.2 0.2 0.2493
N -0.763 -1.119 -0.050 -0.8 0.0 1.8 -0.1298
N -0.765 1.144 -0.075 0.1 1.3 -0.3 -0.0941
N -1.406 0.044 0.026 1.6 -1.6 -1.3 -0.8302
C 0.622 -0.849 -0.005 1.9 1.7 -0.7 -0.2639
C 0.626 0.845 0.031 0.9 -2.8 -0.9 -0.2299
H 1.343 -1.083 0.875 -1.6 -0.7 -1.0 0.0787
H 1.409 1.077 -0.716 -1.1 0.8 -0.6 0.0678
H 0.991 1.341 0.911 0.4 -0.4 1.0 0.0574
H 1.008 -1.390 -0.984 0.2 1.4 1.7 0.0947
```
Forces are in eV/Å.

SMILES string: S=[N+]1[N-]CC[N-]1
Net charge: -1
Energy (hartree): -640.9812
Orbital gap (eV): 7.41

=====

This record from OMol25 describes a 2-piece molecular cluster, C2H4N4 overall at a distorted geometry. The level of theory is ωB97M-V with the def2-TZVPD basis set.

```
10
Properties=species:S:1:pos:R:3:forces:R:3:lowdin_charge:R:1
N 0.392 0.327 0.075 0.0 0.5 0.3 -0.2197
N 3.027 -0.355 -0.482 -0.6 -1.8 -0.5 0.0173
N -0.174 -0.698 -0.313 0.1 0.7 0.1 -0.0430
N 2.565 -1.328 -0.719 1.1 1.5 0.3 0.0231
C 0.791 1.279 0.666 -0.3 -0.4 0.1 0.0671
C -1.586 -0.450 0.025 -0.4 -0.2 0.0 -0.1162
H -1.667 -0.136 1.079 -0.1 -0.2 -0.2 0.0787
H -1.948 0.383 -0.595 -0.1 -0.3 0.1 0.0774
H -2.168 -1.346 -0.164 0.0 0.0 0.0 0.0646
H 0.768 2.324 0.428 0.4 0.1 -0.3 0.0506
```
Forces are in eV/Å.

Net charge: 0
Energy (hartree): -297.5423
Orbital gap (eV): 9.90

=====

This record from OMol25 describes one molecule with the formula C2H4N4 at a distorted geometry. The level of theory is ωB97M-V with the def2-TZVPD basis set.

```
10
Properties=species:S:1:pos:R:3:forces:R:3:lowdin_charge:R:1
N -0.133 -0.162 0.569 0.9 1.1 -0.9 -0.2038
N 0.789 0.941 0.686 -1.1 -1.7 -0.6 0.1034
N 0.462 -1.194 -0.008 0.2 0.0 0.1 -0.0129
N 1.690 -0.923 -0.217 0.4 0.7 0.5 0.0038
C -1.550 0.001 0.112 0.2 0.5 0.2 -0.0263
C 1.886 0.392 0.221 -0.4 -1.0 -0.2 -0.2132
H -2.214 -0.861 0.302 0.9 0.2 0.3 0.0878
H -1.542 0.166 -0.972 0.0 0.1 0.3 0.0820
H -1.952 0.866 0.624 -0.1 0.1 0.0 0.0728
H 2.901 0.808 0.118 -1.0 0.1 0.4 0.1064
```
Forces are in eV/Å.

SMILES string: Cn1ncnn1
Net charge: 0
Energy (hartree): -297.5709
Orbital gap (eV): 11.40

=====

This record from OMol25 describes a 2-piece molecular cluster, C2H4N4 overall at a distorted geometry. The level of theory is ωB97M-V with the def2-TZVPD basis set.

```
10
Properties=species:S:1:pos:R:3:forces:R:3:lowdin_charge:R:1
N -1.744 0.784 0.294 -0.7 -0.1 -1.0 0.0680
N 0.547 -0.029 -1.080 -0.4 -0.1 -0.7 -0.2694
N 0.054 -0.315 -2.066 0.8 0.1 1.0 0.1767
N 1.016 0.461 -0.068 0.1 -0.1 -0.4 -0.0140
C -2.163 0.646 -0.773 0.1 0.2 1.1 -0.1048
C 1.175 -0.373 1.127 0.1 -0.1 0.1 -0.1124
H -2.569 0.522 -1.754 0.1 0.0 0.1 0.0507
H 0.654 0.121 1.955 0.1 -0.1 -0.2 0.0648
H 2.245 -0.424 1.354 -0.2 0.0 0.1 0.0661
H 0.785 -1.392 1.009 0.0 0.3 -0.1 0.0743
```
Forces are in eV/Å.

Net charge: 0
Energy (hartree): -297.5319
Orbital gap (eV): 10.53

=====

This record from OMol25 describes one molecule with the formula C2H4N4. The level of theory is ωB97M-V with the def2-TZVPD basis set.

```
10
Properties=species:S:1:pos:R:3:forces:R:3:lowdin_charge:R:1
N -1.611 -0.517 -0.151 0.0 -0.1 -0.2 -0.1077
N -1.637 0.803 -0.023 0.0 -0.8 0.2 0.0403
N 1.787 -0.282 0.232 0.1 0.1 -0.1 0.0824
N -0.414 -1.078 -0.122 0.3 0.2 0.1 0.0809
C 0.414 -0.064 0.074 -0.2 0.1 0.1 -0.4125
C -0.358 1.130 0.150 -0.3 -0.2 0.1 -0.0997
H 2.339 0.252 -0.424 0.0 0.1 0.1 0.0799
H 2.020 -1.266 0.146 -0.2 0.2 0.0 0.0831
H -2.396 -1.146 -0.276 -0.1 0.8 0.0 0.1528
H -0.144 2.170 0.394 0.3 -0.5 -0.3 0.1005
```
Forces are in eV/Å.

SMILES string: Nc1cn[nH]n1
Net charge: 0
Energy (hartree): -297.6124
Orbital gap (eV): 10.05

=====

This record from OMol25 describes one molecule with the formula C2H4N4 at a distorted geometry. The level of theory is ωB97M-V with the def2-TZVPD basis set.

```
10
Properties=species:S:1:pos:R:3:forces:R:3:lowdin_charge:R:1
N -0.267 1.353 -0.127 -2.3 0.4 0.2 0.0444
N -1.229 0.372 0.211 -1.2 2.8 0.6 -0.0299
N 0.282 -1.390 -0.179 -0.9 1.2 0.8 0.0472
N 1.261 -0.389 0.293 -0.2 -0.9 -0.7 -0.0168
C 0.890 0.897 -0.069 2.5 1.4 -0.8 -0.2666
C -0.887 -0.862 -0.067 -1.3 -3.8 -0.6 -0.3046
H -2.238 0.607 0.028 2.0 0.1 0.2 0.1558
H 2.124 -0.715 -0.130 0.1 0.5 0.3 0.1066
H -1.849 -1.432 -0.131 1.4 -0.5 -0.5 0.1331
H 1.620 1.701 -0.338 0.0 -1.3 0.3 0.1306
```
Forces are in eV/Å.

SMILES string: C1=NNC=NN1
Net charge: 0
Energy (hartree): -297.5462
Orbital gap (eV): 9.07

=====

This record from OMol25 describes one molecule with the formula C2H4N4 at a distorted geometry. The level of theory is ωB97M-V with the def2-TZVPD basis set.

```
10
Properties=species:S:1:pos:R:3:forces:R:3:lowdin_charge:R:1
N 2.153 -0.863 -0.353 -0.8 -1.3 0.1 -0.1936
N 2.147 0.413 -0.317 -0.1 -0.1 0.0 0.0143
N 1.506 -1.805 -0.280 1.2 1.0 -0.2 0.2359
N -0.079 -0.211 0.010 0.3 0.4 0.0 -0.0492
C 0.776 0.710 -0.099 -0.5 -0.2 0.1 -0.2431
C -1.487 -0.024 0.227 -0.3 0.1 0.0 -0.1184
H -1.772 -0.486 1.177 0.1 0.1 -0.1 0.0793
H -2.043 -0.542 -0.559 0.1 0.1 0.1 0.0785
H -1.797 1.028 0.241 0.1 0.0 0.0 0.0739
H 0.597 1.781 -0.046 -0.1 0.0 0.0 0.1224
```
Forces are in eV/Å.

Net charge: 0
Energy (hartree): -297.5334
Orbital gap (eV): 9.95

=====

This record from OMol25 describes a 2-piece molecular cluster, C2H4N4 overall at a distorted geometry. The level of theory is ωB97M-V with the def2-TZVPD basis set.

```
10
Properties=species:S:1:pos:R:3:forces:R:3:lowdin_charge:R:1
N 1.600 -1.620 1.570 -0.4 0.2 1.0 0.0601
N -0.636 0.234 -0.674 1.5 -1.0 1.0 -0.0574
N -2.263 0.360 -2.298 -1.2 0.0 -0.9 0.1706
N -1.536 0.350 -1.451 -0.2 0.6 0.2 -0.2723
C 1.790 -1.693 0.451 1.4 -0.9 -2.4 -0.1142
C -0.368 0.979 0.582 0.5 -0.8 -0.9 -0.1004
H 2.177 -1.902 -0.575 -0.9 0.5 1.4 0.0853
H -1.093 0.614 1.408 1.5 0.9 -1.2 0.1000
H -0.396 2.068 0.296 -0.1 -0.9 1.0 0.0784
H 0.725 0.611 0.691 -2.1 1.2 0.9 0.0500
```
Forces are in eV/Å.

Net charge: 0
Energy (hartree): -297.5117
Orbital gap (eV): 10.38

=====

Relative energy (zero: lowest compared OMol25 entry of this formula, charge and spin) / kJ/mol: 379.2; 418.5; 1.4; 198.8; 36.3; 267.8; 192.8; 295.0; 83.7; 257.6; 291.3; 348.2